(1)
The following is a DFT calculation (wB97M-V/def2-TZVPD) of a molecular structure, C10H30KO5 at a distorted geometry.

```
46
Properties=species:S:1:pos:R:3:forces:R:3
H 3.530 2.460 -2.597 0.30 0.03 0.07
H 0.993 -1.418 4.900 0.41 -0.20 0.18
H 4.002 2.441 -0.852 0.43 -0.37 -0.22
H -2.751 -2.350 -1.530 -0.50 0.09 -0.24
K 0.158 -0.534 -0.013 -0.47 0.41 0.00
O -1.402 1.592 0.954 0.97 -0.66 0.48
O -2.550 -1.253 0.208 0.92 -0.34 0.26
H -5.033 -1.883 0.039 0.13 0.14 -0.65
O -1.062 0.550 -2.441 1.28 0.77 1.26
C -1.096 2.856 1.512 0.45 0.39 -0.47
H 3.031 -0.984 -0.445 0.27 -0.27 -0.08
H -1.858 0.922 -2.053 -0.81 0.35 0.21
C -1.300 -0.021 -3.673 1.12 -0.88 -1.00
H 2.834 -0.015 -2.481 0.19 0.53 -0.62
H -4.463 -3.211 0.915 0.43 -0.14 0.07
H 2.242 -0.124 5.112 0.29 -0.38 -0.11
H -2.192 1.694 0.418 -0.54 -0.07 -0.43
H -2.917 -0.522 -0.296 -0.34 0.73 -0.22
H -2.058 3.318 1.734 0.22 0.43 0.34
H 0.421 -1.454 -3.506 0.12 0.44 0.71
H -4.788 -3.482 -0.776 -0.37 0.11 -0.07
C -0.170 2.801 2.724 -1.11 -0.36 -0.26
H -0.106 -1.219 -5.038 -0.20 0.29 -0.51
H -2.129 -0.716 -3.536 0.18 -0.62 -0.50
H 0.837 0.087 -4.365 -0.18 0.13 0.38
H 4.505 0.110 -1.871 0.07 -0.01 0.00
C -4.386 -2.753 -0.071 -0.37 -0.67 -0.03
H 2.966 -1.862 3.274 0.42 0.39 0.17
H -0.818 2.543 3.561 0.51 0.18 0.47
H -0.566 3.472 0.785 -0.24 0.10 -0.46
H 0.284 3.790 2.790 -0.05 -0.07 0.51
C -2.961 -2.438 -0.464 0.16 0.05 0.74
O 1.180 -1.740 2.356 -1.12 0.08 -0.30
C 0.058 -0.638 -4.131 -1.25 -0.95 -0.57
C 3.477 0.441 -1.728 -0.27 1.05 0.46
H -2.295 -3.232 -0.124 -0.01 -0.08 0.12
H 1.544 -2.309 1.674 0.41 -0.22 0.16
H 2.533 -0.232 2.575 0.60 -0.08 -0.05
H 0.821 0.110 4.165 -0.08 0.16 -0.11
H 0.620 2.055 2.645 -0.04 0.00 -0.23
C 3.381 1.989 -1.625 -0.67 -0.71 -0.44
O 2.951 -0.028 -0.493 -0.16 -0.19 0.97
H 2.369 2.255 -1.321 -0.20 -0.16 -0.13
C 1.576 -0.634 4.416 -1.01 0.31 -0.01
C 2.193 -1.109 3.126 0.17 -0.16 0.04
H -1.604 0.675 -4.454 -0.09 0.40 0.11
```
Forces are in eV/Å.

Calculated values
Molar mass, Da: 269.443
2S+1: 2
Lowest unoccupied orbital energy (alpha / beta), eV: -0.3 / 0.0
Net charge: 0
Expectation value of S²: 0.7505


(2)
The following is a DFT calculation (wB97M-V/def2-TZVPD) of 10 unconnected molecules or ions with the total composition C10H30N10O20 at a distorted geometry.

```
70
Properties=species:S:1:pos:R:3:forces:R:3
H -3.477 0.442 2.422 -0.21 -0.04 -1.11
N -2.572 -0.540 4.138 0.51 0.48 0.49
H 0.799 1.279 2.992 -0.04 0.06 0.00
H 1.447 1.020 -3.775 0.08 0.11 0.04
H -0.676 -3.760 3.790 0.06 -0.12 -0.03
H -3.291 1.349 -4.312 0.14 -0.13 -0.17
N 0.055 -0.674 -1.168 -0.01 -0.85 0.54
O -1.766 -0.499 3.216 0.77 -0.49 1.48
N 1.295 -3.211 3.398 0.12 0.09 -0.49
O -0.734 2.791 -3.517 0.26 0.06 0.15
O 5.178 1.131 0.907 -0.09 0.02 -0.15
N 0.391 2.814 -3.989 -0.07 -0.07 -0.51
H 3.131 -0.423 -0.286 -0.16 -0.49 -0.05
H -1.075 -1.324 5.355 0.01 0.01 0.13
O -0.811 2.531 4.350 -0.06 0.09 0.12
C -3.497 -0.157 1.514 -0.61 1.01 -0.90
O -3.653 -0.002 4.127 0.44 0.20 1.60
H 2.105 1.253 4.216 -0.04 0.15 0.22
C -0.083 -3.510 2.913 -0.23 -0.24 0.56
C -2.998 0.617 -3.566 0.04 0.07 0.24
C -2.153 -1.222 5.404 -0.04 0.21 -0.37
H -2.489 -0.510 1.331 -0.87 -0.33 -0.03
O 2.742 -1.170 -4.703 0.00 -0.08 -0.07
H -0.350 4.029 -0.753 -0.04 -0.04 -0.05
H 4.977 -0.730 -5.591 0.03 0.10 -0.06
H 0.258 2.427 -1.213 0.02 0.02 -0.05
O 1.173 -0.441 -1.596 -0.16 0.31 -0.32
O -5.282 -1.504 0.937 -0.02 -0.13 0.35
O 0.799 2.710 5.776 0.01 0.15 0.04
H 0.620 0.257 4.415 0.15 -0.09 -0.02
O 1.773 -3.975 4.202 -0.05 0.14 0.10
O 1.097 3.799 -4.045 -0.06 -0.06 0.22
H -3.835 0.354 -2.930 0.07 -0.08 0.06
C 0.923 1.548 -4.571 -0.11 -0.23 0.30
H 1.603 1.809 -5.371 -0.04 0.04 -0.05
H 0.463 0.420 0.548 0.15 -0.21 0.11
O -1.577 -0.500 -5.010 -0.19 0.07 0.17
H -2.488 -0.559 6.195 0.07 -0.16 0.16
C 4.302 -0.966 -6.408 -0.16 -0.02 0.41
C 3.862 -0.747 0.451 0.52 0.87 0.19
C 1.039 1.190 4.045 -0.24 -0.10 -0.24
H 4.448 -2.007 -6.680 -0.08 0.04 -0.22
H 0.092 0.916 -4.876 0.03 0.22 -0.13
H 3.500 -1.433 1.208 -0.25 -0.14 -0.22
O -0.845 -1.202 -1.779 0.08 0.38 -0.15
N -4.426 -1.287 1.771 0.13 0.22 -0.87
O 1.877 -2.265 2.891 -0.14 -0.01 0.13
H 0.725 3.152 0.378 -0.01 0.01 0.01
H -1.178 -0.215 0.510 0.26 -0.37 -0.32
O 2.066 -0.375 -6.589 0.08 -0.16 0.00
H 4.799 -1.050 -0.002 -0.13 -0.17 -0.12
N -1.227 2.407 0.246 0.23 -0.22 -0.22
C -0.143 -0.448 0.293 0.35 0.86 -0.10
N 2.917 -0.839 -5.858 0.07 0.24 0.04
H -2.147 0.993 -3.011 -0.12 0.19 0.15
N 4.173 0.521 1.190 0.15 -0.25 0.52
O -3.034 -1.664 -3.935 0.08 0.16 -0.04
H 0.254 -1.324 0.794 -0.11 -0.05 0.08
O -4.265 -1.921 2.795 -0.24 -0.81 -0.34
H 4.368 -0.272 -7.235 0.14 -0.16 -0.13
C -0.041 3.055 -0.383 -0.03 0.16 0.11
N 0.290 2.253 4.776 0.21 -0.29 -0.04
N -2.501 -0.613 -4.221 -0.18 -0.43 -0.40
O 3.388 0.842 2.066 -0.09 0.14 -0.20
H -3.863 0.433 0.685 -0.20 -0.28 -0.23
O -1.268 2.343 1.453 -0.06 0.11 0.19
H 0.025 -4.397 2.294 -0.14 0.08 -0.15
H -2.632 -2.195 5.465 -0.19 0.04 -0.10
H -0.527 -2.659 2.415 0.26 0.04 -0.15
O -2.050 1.912 -0.501 -0.08 0.11 -0.10
```
Forces are in eV/Å.

Calculated values
Molar mass, Da: 610.400
SMILES string: C[N+](=O)[O-].C[N+](=O)[O-].C[N+](=O)[O-].C[N+](=O)[O-].C[N+](=O)[O-].C[N+](=O)[O-].C[N+](=O)[O-].C[N+](=O)[O-].C[N+](=O)[O-].C[N+](=O)[O-]
ΔE to the lowest compared entry with this formula, charge and spin, kcal per mole: 36.2
Lowest unoccupied orbital energy, eV: -0.5
Net charge: 0


(3)
The following is a DFT calculation (wB97M-V/def2-TZVPD) of 4 unconnected molecules or ions with the total composition C10H30N2O4 at a distorted geometry.

```
46
Properties=species:S:1:pos:R:3:forces:R:3
C 2.448 -4.857 2.484 0.91 -1.23 0.99
N 3.543 -5.194 1.580 -0.02 0.64 -1.76
H -1.362 2.448 -3.640 0.33 0.02 0.41
H 1.499 3.838 -0.848 -0.64 -0.43 -0.30
H 1.917 0.825 -0.342 0.35 -1.04 -0.77
H -3.267 0.951 0.280 0.55 -0.03 0.02
H 0.511 1.405 0.157 -0.97 0.02 0.48
H -0.849 -3.141 0.689 0.19 -0.82 -0.07
C 3.164 -4.345 3.723 -0.59 0.73 0.66
C -0.705 -2.896 1.742 1.24 0.68 0.50
H 3.389 -3.289 3.577 -0.45 0.35 0.20
H -0.873 6.362 -2.141 0.33 1.30 0.04
O -2.434 -0.832 -0.300 1.58 -0.80 -0.41
C 1.463 -3.898 1.824 -0.31 0.24 -0.15
H 1.092 -0.136 0.875 -0.13 0.04 0.03
H -0.310 -1.881 1.703 -0.01 0.39 0.03
H 3.175 -4.974 0.666 0.50 -0.08 -0.69
H -1.074 3.088 -1.012 0.33 -0.36 -0.35
H 1.185 -4.290 0.845 0.41 -0.02 -0.44
O -2.508 3.744 -2.424 2.06 -0.31 0.47
C -0.149 4.549 -2.266 3.44 0.23 -1.06
H 4.176 -4.712 3.896 -0.31 -0.83 -0.29
H -2.637 1.668 -2.681 -0.02 0.06 0.06
H 0.188 3.777 -2.958 -0.46 0.28 -0.70
C -1.395 3.980 -1.551 -3.57 -0.28 0.00
C -2.375 2.558 -3.254 0.27 -0.04 -0.21
O 0.222 -0.308 -1.042 1.19 0.93 0.43
N -0.393 5.839 -2.859 -1.68 -3.10 0.84
H 3.640 -6.200 1.567 0.25 -0.09 0.03
H -2.739 -1.729 -0.456 0.16 -0.13 -0.06
H -3.739 -0.401 1.288 0.38 -0.25 0.19
O 0.242 -3.680 2.493 -1.46 -0.43 0.29
C 0.946 0.427 -0.047 0.08 0.45 -0.19
C -3.448 -0.124 0.275 -2.43 1.24 0.31
H 2.554 -4.522 4.609 0.11 0.40 0.19
H -0.654 -0.423 -0.666 -0.48 -0.31 -0.02
H -1.678 -2.826 2.229 0.24 -0.50 0.29
H -1.744 4.697 -0.808 -0.03 0.13 -0.10
H -1.055 5.632 -3.593 -0.04 0.93 -0.90
H 0.578 5.280 -0.449 0.54 0.31 0.27
H 2.038 -5.854 2.652 -1.14 0.41 0.68
H 1.939 -2.921 1.748 0.44 0.16 -0.48
C 0.999 4.708 -1.276 -0.09 0.52 0.90
H 1.789 5.260 -1.785 -0.17 0.19 0.14
H -2.961 2.621 -4.171 -0.55 0.42 0.51
H -4.347 -0.226 -0.333 -0.33 -0.01 -0.01
```
Forces are in eV/Å.

Calculated values
Molar mass, Da: 242.360
2S+1: 2
ΔE to the lowest compared entry with this formula, charge and spin, kcal per mole: 1.5
Lowest unoccupied orbital energy (alpha / beta), eV: -2.8 / -9.0
Net charge: +1
Expectation value of S²: 0.7555